1.
# C21H68O13

A 13-piece molecular cluster, C21H68O13 overall in a non-equilibrium geometry (ωB97M-V/def2-TZVPD, the OMol25 dataset).

Each atom is followed by the atoms it is bonded to, with distances in Å.
Positions of all 102 atoms, in Å:
1 C -3.06762 -4.52619 1.43839  C2 1.520, H5 1.075, H6 1.078, H7 1.082
2 C -3.95350 -4.48771 0.20398  C1 1.520, C3 1.509, O4 1.469, H8 1.101
3 C -4.43059 -3.10473 -0.16764  C2 1.509, H9 1.082, H10 1.133, H11 1.146
4 O -3.25722 -5.09161 -0.94004  C2 1.469, H12 0.924
5 H -2.25382 -3.83819 1.30084  C1 1.075
6 H -2.77501 -5.55574 1.56904  C1 1.078
7 H -3.64440 -4.20069 2.29351  C1 1.082
8 H -4.94796 -4.93787 0.34979  C2 1.101
9 H -5.08463 -3.05294 -1.02771  C3 1.082
10 H -3.57481 -2.43076 -0.48054  C3 1.133
11 H -4.96826 -2.65116 0.73765  C3 1.146
12 H -2.54423 -4.51015 -1.02349  O4 0.924
13 C 0.40947 -2.88934 2.33838  C14 1.590, H17 1.115, H18 1.114, H19 1.113
14 C -0.49923 -2.25164 3.47689  C13 1.590, C15 1.532, O16 1.412, H20 1.089
15 C -0.78119 -3.18702 4.65689  C14 1.532, H21 1.115, H22 1.101, H23 1.062
16 O 0.12973 -1.06200 3.90352  C14 1.412, H24 1.001
17 H 0.64001 -2.31518 1.41074  C13 1.115
18 H -0.13006 -3.75121 1.88450  C13 1.114
19 H 1.35017 -3.35551 2.70732  C13 1.113
20 H -1.38017 -1.94786 2.91308  C14 1.089
21 H -1.26116 -2.60499 5.47842  C15 1.115
22 H 0.14910 -3.51071 5.14821  C15 1.101
23 H -1.38571 -4.02425 4.40922  C15 1.062
24 H 1.10996 -1.24650 3.99340  O16 1.001
25 C 3.26098 4.80146 1.38090  C26 1.507, H29 1.124, H30 1.048, H31 1.068
26 C 2.88328 3.39655 1.77388  C25 1.507, C27 1.506, O28 1.443, H32 1.118
27 C 1.92157 3.47179 2.93101  C26 1.506, H33 1.105, H34 1.083, H35 1.075
28 O 2.16602 2.80742 0.66855  C26 1.443, H36 0.980
29 H 3.72074 5.00110 0.37525  C25 1.124
30 H 3.92565 5.29556 2.02285  C25 1.048
31 H 2.39538 5.42400 1.31425  C25 1.068
32 H 3.79141 2.79010 2.01433  C26 1.118
33 H 0.94633 3.94419 2.71342  C27 1.105
34 H 2.27438 4.22456 3.62546  C27 1.083
35 H 1.75323 2.56269 3.47937  C27 1.075
36 H 2.54611 3.23992 -0.12400  O28 0.980
37 C -0.20113 0.82774 0.01633  C38 1.577, H41 1.112, H42 1.085, H43 1.141
38 C -1.46080 -0.10126 -0.18022  C37 1.577, C39 1.500, O40 1.401, H44 1.124
39 C -2.68407 0.46669 -0.83606  C38 1.500, H45 1.126, H46 1.083, H47 1.072
40 O -1.01781 -1.07595 -1.08417  C38 1.401, H48 0.970
41 H 0.16971 1.09934 -0.99655  C37 1.112
42 H 0.51756 0.25223 0.59078  C37 1.085
43 H -0.43028 1.85201 0.46315  C37 1.141
44 H -1.83102 -0.48182 0.81017  C38 1.124
45 H -3.53301 -0.27205 -0.88473  C39 1.126
46 H -2.62701 0.87803 -1.83636  C39 1.083
47 H -2.97275 1.32377 -0.25992  C39 1.072
48 H -0.34683 -1.64916 -0.68203  O40 0.970
49 C -2.98414 -1.95382 -4.31228  O50 1.417, H51 1.164, H52 1.100, H53 1.143
50 O -2.32991 -1.05675 -3.43236  C49 1.417, H54 0.992
51 H -2.97076 -3.03583 -3.88312  C49 1.164
52 H -4.03674 -1.70684 -4.51581  C49 1.100
53 H -2.37747 -2.04325 -5.27636  C49 1.143
54 H -2.34571 -1.41934 -2.50876  O50 0.992
55 C 2.32745 3.96215 -2.88663  O56 1.387, H57 1.056, H58 1.108, H59 1.085
56 O 2.84577 4.30848 -1.64811  C55 1.387, H60 0.967
57 H 3.01477 3.50241 -3.54377  C55 1.056
58 H 1.54318 3.19889 -2.71615  C55 1.108
59 H 1.82115 4.81445 -3.32675  C55 1.085
60 H 3.66858 4.80364 -1.75889  O56 0.967
61 C -1.95119 1.98000 3.34690  O62 1.413, H63 1.109, H64 1.095, H65 1.072
62 O -2.39044 2.69346 2.20923  C61 1.413, H66 0.947
63 H -2.61416 1.09475 3.43477  C61 1.109
64 H -0.90945 1.66268 3.23350  C61 1.095
65 H -1.98588 2.58416 4.23201  C61 1.072
66 H -1.67815 3.23360 1.89808  O62 0.947
67 C 2.72770 0.30597 -2.74778  O68 1.433, H69 1.090, H70 1.110, H71 1.094
68 O 2.75140 0.35770 -1.31557  C67 1.433, H72 1.005
69 H 2.00351 -0.36333 -3.21309  C67 1.090
70 H 2.34452 1.21256 -3.25992  C67 1.110
71 H 3.73365 0.06434 -3.10349  C67 1.094
72 H 2.37464 1.16346 -0.84810  O68 1.005
73 C 3.18640 -2.55022 -0.18646  O74 1.427, H75 1.093, H76 1.128, H77 1.096
74 O 1.94812 -1.84025 -0.18702  C73 1.427, H78 1.013
75 H 4.01997 -2.00153 0.25974  C73 1.093
76 H 2.95024 -3.45453 0.44547  C73 1.128
77 H 3.37880 -2.83256 -1.22790  C73 1.096
78 H 2.19749 -0.92149 -0.53268  O74 1.013
79 C 3.04979 0.18027 2.69994  O80 1.416, H81 1.079, H82 1.093, H83 1.086
80 O 2.95088 -0.70439 3.80115  C79 1.416, H84 0.957
81 H 3.69058 1.00082 2.98276  C79 1.079
82 H 3.42289 -0.30570 1.79441  C79 1.093
83 H 2.04393 0.52558 2.48071  C79 1.086
84 H 3.71403 -1.28157 3.80903  O80 0.957
85 C -0.95745 1.95966 -4.29903  O86 1.411, H87 1.128, H88 1.124, H89 1.120
86 O -0.07324 1.06821 -3.65489  C85 1.411, H90 0.992
87 H -1.59862 1.44325 -5.07069  C85 1.128
88 H -1.57758 2.44085 -3.49481  C85 1.124
89 H -0.32129 2.77026 -4.73726  C85 1.120
90 H -0.58624 0.28384 -3.32968  O86 0.992
91 C -1.48086 4.82857 -0.31296  O92 1.449, H93 1.093, H94 1.074, H95 1.069
92 O -0.57733 4.69353 0.81156  C91 1.449, H96 0.992
93 H -1.15515 5.64310 -0.96461  C91 1.093
94 H -1.54924 3.92687 -0.89211  C91 1.074
95 H -2.47892 4.95390 0.04918  C91 1.069
96 H 0.19584 4.14206 0.52465  O92 0.992
97 C 0.67089 -3.90100 -3.47847  O98 1.414, H99 1.111, H100 1.094, H101 1.105
98 O 0.33965 -3.86366 -2.10417  C97 1.414, H102 0.935
99 H 0.16242 -4.83000 -3.81262  C97 1.111
100 H 0.22304 -3.04856 -3.99876  C97 1.094
101 H 1.75287 -3.97341 -3.68886  C97 1.105
102 H 0.85927 -3.26038 -1.61318  O98 0.935

- Energy relative to the best compared isomer or geometry (same formula, charge and spin): 459.13 kJ/mol


2.
# C22H20ClFN2O4

A 2-piece molecular cluster, C22H20ClFN2O4 overall in a non-equilibrium geometry (ωB97M-V/def2-TZVPD, the OMol25 dataset).

Each atom is followed by the atoms it is bonded to, with distances in Å.
Positions of all 50 atoms, in Å:
1 C 5.16803 1.50539 -0.11413  C2 1.427, H48 1.214, H49 0.966, H50 1.224
2 C 4.47541 0.34285 0.33730  C1 1.427, C3 1.321, C12 1.487
3 C 4.89270 -0.34711 1.38419  C2 1.321, C4 1.373, H47 1.303
4 C 4.46731 -1.52594 1.94444  C3 1.373, O5 1.127, O6 1.265
5 O 4.96463 -1.97498 2.85042  C4 1.127
6 O 3.50656 -2.08471 1.33945  C4 1.265, C7 1.224
7 C 3.05381 -1.52167 0.35184  O6 1.224, C8 1.628, C12 1.460
8 C 1.86484 -2.13566 -0.57514  C7 1.628, C9 1.346, H46 1.101
9 C 1.32868 -1.63100 -1.70240  C8 1.346, C10 1.423, O15 1.341
10 C 1.80881 -0.35079 -2.09761  C9 1.423, C11 1.204, Cl14 1.711
11 C 2.82104 0.02167 -1.56211  C10 1.204, C12 1.348
12 C 3.51518 -0.42674 -0.49696  C2 1.487, C7 1.460, C11 1.348
13 H 3.34615 1.32185 -1.97104  no bonds
14 Cl 1.01617 0.20417 -3.50827  C10 1.711
15 O 0.29215 -2.09813 -2.41418  C9 1.341, C16 1.581
16 C -0.30752 -3.36814 -1.68825  O15 1.581, C17 1.564, H44 1.075, H45 1.108
17 C -1.05915 -2.98999 -0.36953  C16 1.564, O18 1.292, N19 1.391
18 O -0.84936 -3.88105 0.54176  C17 1.292
19 N -2.13259 -2.11344 -0.49329  C17 1.391, C20 1.238, C37 1.349
20 C -2.32023 -1.22425 -1.33403  N19 1.238, H21 1.078, C22 1.465, H43 1.179
21 H -3.34488 -1.11895 -1.65329  C20 1.078
22 C -1.83618 0.07745 -0.86679  C20 1.465, N23 1.434, H41 1.070, H42 1.013
23 N -2.58141 0.45591 0.29852  C22 1.434, C24 1.397, C35 1.400
24 C -2.79161 1.75068 0.77843  N23 1.397, C25 1.207, C29 1.501
25 C -3.78491 2.08405 1.37814  C24 1.207, C26 1.549, H34 1.111
26 C -4.15193 3.45652 1.99496  C25 1.549, C27 1.520, H33 1.063
27 C -3.41752 4.63244 1.37141  C26 1.520, C28 1.433, F32 1.232
28 C -2.71443 4.17230 0.21082  C27 1.433, C29 1.371, H31 1.126
29 C -2.17175 2.92090 0.07196  C24 1.501, C28 1.371, H30 1.031
30 H -1.53434 2.84483 -0.73471  C29 1.031
31 H -2.23380 5.04451 -0.31393  C28 1.126
32 F -3.79935 5.79421 1.52349  C27 1.232
33 H -4.83153 3.59830 2.79943  C26 1.063
34 H -4.09588 1.41023 2.20528  C25 1.111
35 C -2.11609 -0.36962 1.32856  N23 1.400, H36 0.911, C37 1.584, H40 1.088
36 H -1.23370 -0.56670 1.43749  C35 0.911
37 C -2.63463 -1.72777 0.69845  N19 1.349, C35 1.584, H38 1.163, H39 1.279
38 H -3.74873 -1.91982 0.97224  C37 1.163
39 H -2.33666 -2.60147 1.58320  C37 1.279
40 H -2.63743 -0.33587 2.28288  C35 1.088
41 H -0.81392 0.34139 -0.69553  C22 1.070
42 H -2.12803 0.77607 -1.53937  C22 1.013
43 H -1.72726 -1.40392 -2.33767  C20 1.179
44 H -0.96852 -3.53010 -2.52095  C16 1.075
45 H 0.41245 -4.20595 -1.76796  C16 1.108
46 H 1.37454 -2.91393 0.02942  C8 1.101
47 H 5.90093 0.12692 2.05970  C3 1.303
48 H 4.45282 2.48629 -0.10930  C1 1.214
49 H 5.99801 1.77866 0.29868  C1 0.966
50 H 5.64312 1.22009 -1.20602  C1 1.224


Asked for calculated total energy across the records above, the calculation gives -49492.2482 -49531.9913 eV in order.